(1)
DFT (the ωB97M-V functional and the def2-TZVPD basis) results for C52H49N6O2PW as an isolated structure.

Last column: Löwdin charge in e.
Element x y z (Å)
W -0.0974 0.3923 0.1616  1.5792
O 1.1802 -0.6644 -0.4733  -0.3266
C 2.0234 -1.7981 -0.3649  -0.3770
C 1.2805 -2.8081 0.5421  -0.0214
C 0.4448 -2.2800 1.6848  -0.2205
C 0.6041 -2.7865 2.9605  0.0001
C -0.3717 -2.5522 3.9209  -0.0033
C -1.5176 -1.8732 3.5510  0.0110
C -1.6180 -1.3421 2.2746  -0.2025
C -2.9326 -0.7119 1.8582  -0.0377
C -2.9774 -0.3131 0.3841  -0.3957
O -1.8733 0.5719 0.2203  -0.4219
C -2.8025 -1.5462 -0.5024  -0.1668
C -3.6740 -2.6201 -0.3649  -0.0064
C -3.4951 -3.7681 -1.1200  -0.0410
C -2.4520 -3.8476 -2.0313  -0.0528
C -1.6131 -2.7592 -2.2139  -0.0499
C -1.7915 -1.6129 -1.4522  -0.0628
C -4.2380 0.4285 -0.0474  -0.1554
C -4.2254 0.9977 -1.3206  -0.0377
C -5.3140 1.7154 -1.7844  -0.0539
C -6.4334 1.8689 -0.9744  -0.0608
C -6.4461 1.3105 0.2924  -0.0581
C -5.3514 0.5931 0.7602  -0.0293
N -0.6086 -1.4743 1.3843  0.0629
C 3.3917 -1.3395 0.1501  -0.1589
C 4.1356 -0.5122 -0.6930  -0.0227
C 5.4099 -0.1041 -0.3405  -0.0549
C 5.9571 -0.5171 0.8696  -0.0633
C 5.2154 -1.3196 1.7197  -0.0570
C 3.9336 -1.7279 1.3650  -0.0280
C 2.2343 -2.4533 -1.7306  -0.1776
C 3.0146 -3.6008 -1.8223  -0.0144
C 3.1878 -4.2258 -3.0460  -0.0472
C 2.5916 -3.7055 -4.1869  -0.0611
C 1.8515 -2.5375 -4.1055  -0.0646
C 1.6737 -1.9113 -2.8784  -0.0548
H 1.9972 -3.5310 0.9248  0.1268
H 0.5845 -3.3431 -0.1090  0.1438
H 1.4542 -3.4153 3.1874  0.1261
H -0.2710 -2.9620 4.9169  0.1274
H -2.3522 -1.7792 4.2329  0.1341
H -3.1267 0.1688 2.4741  0.1214
H -3.7240 -1.4325 2.0649  0.1372
H -4.5077 -2.5560 0.3245  0.1259
H -4.1759 -4.6002 -1.0005  0.1174
H -2.2980 -4.7484 -2.6096  0.1159
H -0.8274 -2.8056 -2.9540  0.0975
H -1.1507 -0.7369 -1.6432  0.0714
H -3.3543 0.8649 -1.9525  0.1195
H -5.2947 2.1475 -2.7765  0.1143
H -7.2941 2.4150 -1.3361  0.1141
H -7.3141 1.4315 0.9277  0.1142
H -5.3786 0.1691 1.7566  0.1154
H 3.7238 -0.2167 -1.6510  0.1267
H 5.9829 0.5130 -1.0196  0.1026
H 6.9672 -0.2315 1.1366  0.1098
H 5.6425 -1.6502 2.6581  0.1128
H 3.3721 -2.3599 2.0431  0.1013
H 3.5033 -3.9973 -0.9394  0.1270
H 3.7975 -5.1171 -3.1091  0.1152
H 2.7139 -4.2029 -5.1396  0.1137
H 1.4114 -2.1099 -4.9973  0.1142
H 1.1128 -0.9866 -2.8198  0.1058
C 2.4561 2.5971 -0.6773  0.0050
C 2.5229 2.1229 0.7303  -0.3590
N 1.7319 1.1706 1.2135  -0.0699
C 2.0944 0.9467 2.5229  -0.1078
C 3.1090 1.7820 2.8354  -0.0179
N 3.3891 2.5153 1.7008  0.0287
C 4.3823 3.6020 1.6682  -0.0372
N 5.6162 3.3015 1.0045  -0.0504
N 5.7279 3.3628 -0.3523  0.0541
N 6.9216 3.1061 -0.6933  0.0883
C 7.6756 2.8735 0.4327  -0.2281
C 9.0295 2.5657 0.5859  0.0055
C 9.4902 2.4021 1.8716  -0.0644
C 8.6402 2.5342 2.9847  -0.0618
C 7.3015 2.8325 2.8510  -0.0164
C 6.8362 2.9987 1.5488  -0.1790
H 1.8605 1.8916 -1.2606  0.0673
H 3.4520 2.6705 -1.1045  0.0766
H 2.0119 3.5905 -0.7626  0.0726
H 1.6147 0.1937 3.1253  0.1141
H 3.6662 1.9040 3.7483  0.1356
H 4.6245 3.8197 2.7047  0.1398
H 3.9281 4.4833 1.2153  0.1487
H 9.6779 2.4736 -0.2744  0.1233
H 10.5317 2.1654 2.0405  0.1133
H 9.0549 2.4004 3.9748  0.1137
H 6.6548 2.9265 3.7142  0.1060
C 0.2911 4.2732 1.1836  -0.2056
P -0.7194 2.8810 0.5379  0.8856
C -1.6099 3.6724 -0.8394  -0.2118
C -1.8978 2.8112 1.9302  -0.3821
C -1.3945 2.3138 3.1356  -0.1164
C -2.1942 2.2736 4.2657  -0.0676
C -3.5129 2.7066 4.1890  -0.0577
C -4.0185 3.1863 2.9903  -0.0545
C -3.2130 3.2485 1.8595  -0.0679
H 0.9317 3.9380 2.0006  0.0480
H -0.4084 5.0110 1.5741  0.0714
H 0.8926 4.7431 0.4073  0.0427
H -1.9764 4.6519 -0.5342  0.0671
H -2.4429 3.0457 -1.1534  0.0309
H -0.9254 3.7954 -1.6794  0.0567
H -0.3649 1.9685 3.1856  0.0833
H -1.7933 1.9118 5.2039  0.1138
H -4.1460 2.6687 5.0657  0.1161
H -5.0452 3.5222 2.9284  0.1182
H -3.6233 3.6288 0.9323  0.1103

The net charge is +2. The value obtained for the relative energy (zero: lowest compared OMol25 entry of this formula, charge and spin) is 219.29 kJ/mol. Its LUMO energy (spin up / spin down) is -5.97 / -6.16 eV. The value obtained for the total energy is -2897.953711 a.u. The HOMO-LUMO gap (spin up / spin down) is 7.165 / 6.974 eV.

(2)
DFT (the ωB97M-V functional and the def2-TZVPD basis) results for C52H49N8PS2Sc as an isolated structure.

Last column: Löwdin charge in e.
Element x y z (Å)
Sc 1.4804 -0.0484 0.7510  0.9354
C 3.3287 -0.0895 -1.9383  -0.1285
N 2.3817 -1.0549 -1.3352  -0.1082
C 3.0383 -2.3425 -1.0717  -0.0921
C 3.6154 -2.2516 0.3030  -0.2874
N 3.3488 -1.2261 1.0944  0.0415
C 4.1003 -1.4379 2.2689  -0.2306
C 4.2282 -0.6562 3.4155  -0.0186
C 5.0569 -1.1329 4.4117  -0.0431
C 5.7438 -2.3517 4.2737  -0.0371
C 5.6338 -3.1230 3.1343  0.0206
C 4.8031 -2.6275 2.1363  -0.1587
N 4.4593 -3.1186 0.8690  0.2104
C 3.0138 1.2869 -1.4811  -0.3316
N 2.4954 1.5385 -0.2859  0.0406
C 2.4827 2.9499 -0.1583  -0.1830
C 2.1305 3.7674 0.9067  -0.0064
C 2.2656 5.1298 0.7293  -0.0420
C 2.7465 5.6702 -0.4749  -0.0389
C 3.1259 4.8628 -1.5269  0.0180
C 2.9856 3.4961 -1.3300  -0.1548
N 3.3143 2.4019 -2.1365  0.2153
H 3.3126 -0.1545 -3.0264  0.1174
H 4.3403 -0.3249 -1.6011  0.1496
H 1.6282 -1.1761 -2.0093  0.0297
H 3.8305 -2.5519 -1.7934  0.1483
H 2.3186 -3.1582 -1.1487  0.1333
H 3.7181 0.2951 3.5157  0.1206
H 5.1978 -0.5503 5.3124  0.1224
H 6.3829 -2.6889 5.0795  0.1246
H 6.1770 -4.0535 3.0258  0.1296
H 4.8344 -3.9485 0.4345  0.1895
H 1.7856 3.3594 1.8442  0.0884
H 2.0082 5.7984 1.5395  0.1117
H 2.8405 6.7439 -0.5726  0.1225
H 3.5197 5.2783 -2.4465  0.1287
H 3.6941 2.4456 -3.0704  0.1910
S 0.6429 0.3480 -3.6945  0.7951
C -0.6665 -0.6363 -3.4225  -0.7052
N -1.1278 -1.5568 -4.2554  -0.1092
C -2.3753 -2.2599 -3.9411  -0.0832
C -3.3544 -1.2434 -3.4298  -0.0647
N -2.7744 -0.6274 -2.2173  -0.0490
C -3.7736 -0.2225 -1.1795  -0.0916
C -4.7491 0.7585 -1.7709  -0.2353
C -4.3288 2.0580 -2.0469  -0.0380
C -5.2137 2.9733 -2.5949  -0.0574
C -6.5257 2.5954 -2.8633  -0.0529
C -6.9490 1.3034 -2.5876  -0.0499
C -6.0594 0.3837 -2.0436  -0.0384
C -1.4882 -0.4353 -2.1352  -0.5819
S -0.7969 0.1541 -0.6839  0.6912
C -0.3983 -1.9979 -5.4520  -0.0944
C 0.2519 -3.3487 -5.2216  -0.2015
C 0.4481 -4.2080 -6.2969  -0.0195
C 1.0756 -5.4338 -6.1138  -0.0451
C 1.5000 -5.8199 -4.8495  -0.0634
C 1.2976 -4.9714 -3.7694  -0.0826
C 0.6806 -3.7400 -3.9565  -0.0606
H -2.1976 -3.0411 -3.1990  0.1447
H -2.7449 -2.7360 -4.8452  0.1502
H -4.2905 -1.7146 -3.1404  0.1432
H -3.5774 -0.4729 -4.1686  0.1584
H -3.2354 0.2024 -0.3413  0.0637
H -4.2792 -1.1259 -0.8405  0.1361
H -3.3033 2.3537 -1.8368  0.1110
H -4.8857 3.9824 -2.8110  0.1132
H -7.2193 3.3129 -3.2827  0.1179
H -7.9706 1.0098 -2.7939  0.1179
H -6.3957 -0.6247 -1.8198  0.1189
H 0.3394 -1.2385 -5.6874  0.0878
H -1.1051 -2.0498 -6.2792  0.1414
H 0.1121 -3.9176 -7.2873  0.1260
H 1.2225 -6.0936 -6.9597  0.1205
H 1.9711 -6.7841 -4.7056  0.1156
H 1.6071 -5.2836 -2.7778  0.0978
H 0.5091 -3.0886 -3.1025  0.0875
N 1.1079 -1.4428 2.8434  0.0322
C 0.8212 -0.7498 4.0995  -0.3141
C 1.2337 -1.3013 5.3028  -0.0164
C 0.8613 -0.6989 6.4940  -0.0285
C 0.0520 0.4323 6.4841  -0.0312
C -0.3434 0.9860 5.2786  -0.0610
C 0.0721 0.4159 4.0734  -0.3065
P -0.4381 1.0102 2.4410  1.0245
C -2.1387 0.3083 2.3639  -0.3707
C -3.2269 1.0525 2.8108  -0.0647
C -4.4859 0.4659 2.9106  -0.0403
C -4.6635 -0.8691 2.5860  -0.0512
C -3.5803 -1.6215 2.1431  -0.0722
C -2.3326 -1.0319 2.0223  -0.1516
C -0.6587 2.7983 2.5230  -0.4036
C -1.3787 3.4079 1.4928  -0.0994
C -1.5123 4.7878 1.4631  -0.0440
C -0.9226 5.5647 2.4534  -0.0506
C -0.1865 4.9641 3.4651  -0.0543
C -0.0440 3.5832 3.4972  -0.1090
H 1.8958 -2.0620 3.0111  0.0824
H 0.3164 -2.0571 2.6586  0.0968
H 1.8345 -2.2052 5.3122  0.1264
H 1.1854 -1.1276 7.4334  0.1248
H -0.2749 0.8758 7.4163  0.1254
H -0.9747 1.8649 5.2739  0.1155
H -3.1039 2.0897 3.0950  0.1112
H -5.3239 1.0565 3.2585  0.1212
H -5.6408 -1.3262 2.6813  0.1202
H -3.7124 -2.6673 1.8937  0.1161
H -1.5164 -1.6234 1.6275  0.0689
H -1.8486 2.8035 0.7240  0.0936
H -2.0850 5.2580 0.6736  0.1184
H -1.0391 6.6409 2.4356  0.1222
H 0.2718 5.5697 4.2374  0.1229
H 0.5404 3.1281 4.2865  0.1045

The net charge is +3. Its LUMO energy is -8.07 eV. The value obtained for the total energy is -4346.849206 a.u. The HOMO-LUMO gap is 7.180 eV.